1.
ORCA calculation (ωB97M-V with the def2-TZVPD basis set) on C56H53IN4O5P3S3Sc as an isolated structure.

Computed properties:
- Frontier orbital gap: 6.2 eV
- HOMO energy: -7.0 eV

The geometry in ORCA input format:
```
! RIJCOSX wB97M-V def2-TZVPD def2/J DEFGRID3
* xyz 0 1
Sc -0.3381 0.4567 -0.0345
O 1.4253 -3.1259 -1.0650
S 1.3842 -2.2831 0.1571
C 3.1032 -2.0814 0.6419
C 3.8499 -3.1661 1.0950
C 5.2066 -3.0291 1.3122
C 5.8239 -1.8081 1.0664
C 5.0779 -0.7359 0.6210
C 3.7029 -0.8507 0.3978
P 2.7663 0.6555 -0.1331
C 3.5064 1.8344 1.0476
C 3.8996 3.1297 0.7346
C 4.3243 3.9942 1.7347
C 4.3536 3.5780 3.0560
C 3.9576 2.2865 3.3774
C 3.5382 1.4269 2.3808
C 3.5289 1.0074 -1.7551
C 2.7642 0.6825 -2.8723
C 3.2682 0.8601 -4.1514
C 4.5408 1.3780 -4.3286
C 5.3129 1.7013 -3.2215
C 4.8157 1.5096 -1.9417
C 0.7950 -3.3231 1.4879
C 0.9481 -4.6968 1.3722
C 0.5469 -5.5115 2.4183
C 0.0097 -4.9465 3.5684
C -0.1831 -3.5775 3.6469
C 0.1701 -2.7456 2.5858
P -0.2343 -0.9571 2.6136
C 0.7537 -0.4816 4.0828
C 2.0498 -0.9953 4.1726
C 2.8831 -0.6417 5.2199
C 2.4311 0.2313 6.2003
C 1.1494 0.7495 6.1167
C 0.3158 0.4003 5.0639
C -1.9919 -0.9040 3.1230
C -2.5573 0.3540 3.3586
C -3.9078 0.4844 3.6432
C -4.7218 -0.6372 3.6752
C -4.1765 -1.8855 3.4198
C -2.8246 -2.0223 3.1430
H 3.3705 -4.1162 1.2775
H 5.7837 -3.8708 1.6698
H 6.8858 -1.6924 1.2334
H 5.5643 0.2163 0.4624
H 3.8647 3.4904 -0.2864
H 4.6254 4.9996 1.4733
H 4.6757 4.2582 3.8328
H 3.9549 1.9504 4.4061
H 3.2148 0.4283 2.6515
H 1.7678 0.2975 -2.7253
H 2.6649 0.6015 -5.0133
H 4.9328 1.5288 -5.3255
H 6.3090 2.1020 -3.3532
H 5.4388 1.7582 -1.0915
H 1.3677 -5.1042 0.4617
H 0.6586 -6.5847 2.3416
H -0.2816 -5.5774 4.3972
H -0.6346 -3.1463 4.5317
H 2.4191 -1.6786 3.4153
H 3.8825 -1.0528 5.2730
H 3.0754 0.5041 7.0258
H 0.7885 1.4321 6.8743
H -0.6806 0.8120 5.0299
H -1.9444 1.2421 3.2839
H -4.3317 1.4648 3.8162
H -5.7787 -0.5313 3.8802
H -4.8097 -2.7628 3.4213
H -2.4335 -3.0020 2.9105
O -0.1868 -0.4494 -1.8439
N -0.6290 -1.6034 -2.3540
C -0.2228 -1.9238 -3.6008
C -0.6147 -3.0929 -4.1827
C -1.4443 -3.9554 -3.4528
C -1.8299 -3.6153 -2.1879
C -1.4040 -2.4113 -1.5930
S -1.8116 -1.9394 -0.0155
H 0.4188 -1.1930 -4.0663
H -0.2782 -3.3305 -5.1797
H -1.7737 -4.8890 -3.8865
H -2.4589 -4.2616 -1.5943
O -10.2574 4.1637 2.0204
S -9.0480 3.4390 2.3321
O -7.9135 4.2532 2.7210
O -9.2260 2.2309 3.1220
C -8.5250 2.6999 0.7490
N -9.4507 2.3373 -0.1380
C -9.0216 1.7169 -1.2245
C -7.6807 1.4233 -1.4547
C -6.8010 1.8505 -0.4698
N -7.2247 2.4926 0.6113
C -5.3345 1.6019 -0.4854
C -4.5621 2.1472 0.5328
C -3.2146 1.8613 0.5919
N -2.5916 1.0528 -0.2781
C -3.3372 0.5463 -1.2730
C -4.6814 0.8075 -1.4277
H -9.7791 1.4312 -1.9473
H -7.3710 0.8993 -2.3460
H -5.0367 2.7740 1.2749
H -2.5992 2.2814 1.3738
H -2.8324 -0.1220 -1.9584
H -5.2106 0.3520 -2.2520
I 0.1451 2.5833 1.7683
C -1.2387 2.6700 -4.9129
C -0.9256 1.7760 -3.7162
P -0.5493 2.5915 -2.0988
C -1.9385 3.7973 -1.9639
C -1.8739 4.7890 -0.8101
C 0.8796 3.6454 -2.6002
C 1.6747 4.2074 -1.4262
H -1.3474 2.0678 -5.8161
H -0.4452 3.3934 -5.0975
H -2.1696 3.2171 -4.7785
H -0.0428 1.1657 -3.9263
H -1.7438 1.0739 -3.5508
H -2.8620 3.2139 -1.9085
H -1.9769 4.3457 -2.9088
H -1.8263 4.2913 0.1582
H -2.7589 5.4250 -0.8236
H -1.0027 5.4376 -0.8879
H 0.5236 4.4459 -3.2547
H 1.5291 3.0053 -3.2047
H 1.1187 4.9597 -0.8708
H 2.6050 4.6614 -1.7706
H 1.9148 3.4166 -0.7108
*
```

=====

2.
ORCA calculation (ωB97M-V with the def2-TZVPD basis set) on C56H53IN5O2P2PtSSb as an isolated structure.

Computed properties:
- Frontier orbital gap (spin up / spin down): 7.3 / 5.0 eV
- HOMO energy (spin up / spin down): -11.7 / -12.7 eV
- ⟨S²⟩: 6.045

The geometry in ORCA input format:
```
! RIJCOSX wB97M-V def2-TZVPD def2/J DEFGRID3
* xyz 2 5
Pt -0.4488 -0.0649 0.1335
N -2.1012 -4.5492 6.7076
C -1.8738 -3.4759 5.9665
C -2.3944 -2.2062 6.3718
C -2.1425 -1.1096 5.6122
C -1.3702 -1.2358 4.4375
C -0.8432 -2.4747 4.0293
C -1.0968 -3.5873 4.7719
S -0.8610 0.2394 3.5576
O 0.5559 0.0182 3.3987
O -1.2897 1.3475 4.3534
N -1.4991 0.2363 2.0877
C -2.8887 0.3188 2.0502
N -3.5746 -0.0089 3.1484
C -4.8896 0.1649 3.1228
C -5.5459 0.6630 2.0106
C -4.7511 0.9080 0.9078
N -3.4343 0.7153 0.9006
H -2.6329 -4.4930 7.5648
H -1.7394 -5.4557 6.4478
H -2.9780 -2.1415 7.2816
H -2.5091 -0.1289 5.8827
H -0.2275 -2.5343 3.1395
H -0.6977 -4.5525 4.4851
H -5.4321 -0.1065 4.0222
H -6.6115 0.8337 1.9980
H -5.1850 1.2915 -0.0106
C -2.1982 -1.4279 -3.2024
N -1.8213 -0.0292 -2.8406
P -3.0812 0.8460 -2.1420
C -4.4350 0.6569 -3.3186
C -4.1820 0.7048 -4.6941
C -5.2333 0.6197 -5.5891
C -6.5364 0.4803 -5.1239
C -6.7884 0.4157 -3.7624
C -5.7388 0.4991 -2.8586
C -2.7556 2.6151 -1.9724
C -3.0565 3.4487 -3.0553
C -2.8714 4.8174 -2.9464
C -2.4210 5.3680 -1.7556
C -2.1404 4.5489 -0.6705
C -2.3064 3.1805 -0.7776
P -0.1824 0.1805 -2.1678
C 0.2292 1.8377 -2.7735
C 0.8120 2.7444 -1.9013
C 1.2214 3.9930 -2.3475
C 1.0318 4.3445 -3.6738
C 0.4191 3.4541 -4.5494
C 0.0201 2.2068 -4.1036
C 0.7744 -0.9234 -3.2313
C 0.5817 -0.9714 -4.6178
C 1.4049 -1.7484 -5.4095
C 2.4417 -2.4784 -4.8354
C 2.6504 -2.4200 -3.4700
C 1.8174 -1.6442 -2.6742
H -3.2345 -1.4473 -3.5234
H -2.0729 -2.0918 -2.3488
H -1.5751 -1.7739 -4.0175
H -3.1676 0.8151 -5.0580
H -5.0382 0.6623 -6.6525
H -7.3550 0.4136 -5.8281
H -7.8005 0.2901 -3.4020
H -5.9407 0.4108 -1.7988
H -3.4320 3.0400 -3.9824
H -3.0945 5.4546 -3.7918
H -2.2998 6.4402 -1.6710
H -1.7988 4.9749 0.2639
H -2.0946 2.5468 0.0708
H 0.9206 2.4792 -0.8595
H 1.6773 4.6908 -1.6564
H 1.3497 5.3167 -4.0275
H 0.2562 3.7345 -5.5818
H -0.4609 1.5308 -4.7970
H -0.2051 -0.4008 -5.0926
H 1.2413 -1.7844 -6.4782
H 3.0837 -3.0864 -5.4593
H 3.4632 -2.9688 -3.0123
H 2.0041 -1.5907 -1.6180
I -1.4417 -2.5798 0.2945
C 1.3590 2.8922 1.8599
C 2.5892 2.3723 2.5500
C 3.3178 3.2328 3.3660
C 4.5037 2.8352 3.9647
C 5.0004 1.5626 3.7388
C 4.2868 0.6891 2.9320
C 3.0795 1.0779 2.3576
Sb 2.1339 -0.4387 1.2214
C 2.2871 -2.1880 2.4284
C 2.5504 -2.0028 3.7877
C 2.6261 -3.0827 4.6508
C 2.4144 -4.3652 4.1618
C 2.1453 -4.5528 2.8169
C 2.0876 -3.4787 1.9264
C 1.9094 -3.7785 0.4673
C 3.7200 -0.4752 -0.2137
C 3.5942 0.6222 -1.0744
C 4.4315 0.8190 -2.1540
C 5.4438 -0.1028 -2.3903
C 5.6134 -1.1628 -1.5193
C 4.7730 -1.3704 -0.4204
C 5.1409 -2.4930 0.5160
H 1.0489 3.8454 2.2866
H 0.5146 2.2071 1.9321
H 1.5632 3.0627 0.8004
H 2.9514 4.2396 3.5283
H 5.0459 3.5265 4.5967
H 5.9346 1.2484 4.1854
H 4.6875 -0.3027 2.7469
H 2.6924 -1.0050 4.1819
H 2.8541 -2.9229 5.6970
H 2.4793 -5.2204 4.8233
H 1.9975 -5.5556 2.4321
H 1.2045 -4.5943 0.3132
H 2.8645 -4.0710 0.0230
H 1.5229 -2.9263 -0.0833
H 2.8199 1.3556 -0.8868
H 4.2983 1.6764 -2.8021
H 6.1123 0.0182 -3.2328
H 6.4356 -1.8528 -1.6763
H 5.2699 -3.4331 -0.0240
H 4.4172 -2.6474 1.3096
H 6.0997 -2.2675 0.9883
*
```

=====

3.
ORCA calculation (ωB97M-V with the def2-TZVPD basis set) on C56H54N6OP2S3Ti as an isolated structure.

Computed properties:
- Frontier orbital gap: 5.1 eV
- HOMO energy: -1.1 eV

The geometry in ORCA input format:
```
! RIJCOSX wB97M-V def2-TZVPD def2/J DEFGRID3
* xyz -2 1
Ti 0.7712 0.3870 0.4621
S 4.0402 -0.0290 0.7394
P 3.2828 -1.0065 -0.8046
C 1.6552 -0.5464 -1.2937
P 1.3847 0.2134 -2.8475
S 1.8483 2.0895 -3.3334
C 2.0230 -0.8576 -4.2225
C 1.6298 -2.1940 -4.2634
C 1.9637 -2.9986 -5.3374
C 2.6972 -2.4701 -6.3962
C 3.0841 -1.1408 -6.3623
C 2.7433 -0.3370 -5.2823
C -0.3666 -0.0938 -3.3414
C -1.1552 -1.0114 -2.6697
C -2.4104 -1.3682 -3.1452
C -2.8946 -0.7885 -4.3082
C -2.1158 0.1480 -4.9798
C -0.8610 0.4901 -4.5024
C 3.3912 -2.7685 -0.2231
C 4.4065 -3.6556 -0.5769
C 4.5012 -4.9109 0.0090
C 3.5907 -5.3035 0.9767
C 2.6066 -4.4112 1.3760
C 2.5234 -3.1570 0.7961
C 4.4635 -0.9799 -2.2211
C 5.2984 0.1229 -2.3457
C 6.2175 0.2092 -3.3823
C 6.3393 -0.8310 -4.2891
C 5.5225 -1.9474 -4.1675
C 4.5809 -2.0078 -3.1554
H 1.0611 -2.6044 -3.4353
H 1.6505 -4.0353 -5.3519
H 2.9585 -3.0942 -7.2425
H 3.6619 -0.7228 -7.1782
H 3.0302 0.7078 -5.2478
H -0.7804 -1.4586 -1.7629
H -2.9967 -2.0943 -2.5954
H -3.8730 -1.0578 -4.6877
H -2.4876 0.6119 -5.8856
H -0.2506 1.2192 -5.0234
H 5.1645 -3.3702 -1.2894
H 5.3031 -5.5755 -0.2879
H 3.6601 -6.2843 1.4310
H 1.8994 -4.6746 2.1516
H 1.7871 -2.4545 1.1698
H 5.2382 0.9079 -1.6039
H 6.8464 1.0855 -3.4687
H 7.0645 -0.7724 -5.0925
H 5.5970 -2.7616 -4.8785
H 3.9364 -2.8723 -3.0874
C -1.3883 2.8458 4.5911
C -2.2047 1.9510 3.6610
C -3.0523 2.7797 2.7372
C -4.3025 3.2175 3.1588
C -5.0360 4.1211 2.4062
C -4.5035 4.6316 1.2372
C -3.2592 4.2137 0.7701
C -2.6871 4.8887 -0.4563
C -2.3268 6.3492 -0.1918
C -2.5747 3.2369 1.5025
N -1.3037 2.7380 1.0289
C -0.3007 3.6005 1.0998
C 0.9940 3.4789 0.6594
C 1.9085 4.5610 0.6388
C 3.0456 4.0964 0.0249
C 2.7855 2.7427 -0.2853
N 1.5779 2.3544 0.0908
H -0.7538 2.2351 5.2299
H -2.0341 3.4808 5.2038
H -0.7193 3.4846 4.0137
H -2.8480 1.2848 4.2410
H -1.5048 1.3266 3.1137
H -4.6868 2.8516 4.1030
H -6.0119 4.4452 2.7468
H -5.0534 5.3733 0.6681
H -3.4247 4.8385 -1.2638
H -1.8061 4.3608 -0.8145
H -3.1973 6.9239 0.1294
H -1.9210 6.8140 -1.0901
H -1.5741 6.4297 0.5917
H -0.5512 4.5556 1.5503
H 1.7042 5.5508 1.0157
H 3.9562 4.6277 -0.1927
H 3.4493 2.0611 -0.7927
S 1.1439 1.0724 2.7380
C 0.4390 -0.3627 3.5011
N 0.4523 -0.3716 4.8337
N -0.1070 -1.6085 5.2893
C -1.4052 -1.6518 5.7042
C -2.1155 -2.8679 5.7013
C -3.4120 -2.9346 6.1686
C -4.0619 -1.8061 6.6618
C -3.3652 -0.6026 6.6646
C -2.0677 -0.5138 6.1972
N -0.0355 -1.3551 2.7766
N 0.0619 -1.1986 1.3681
C -0.6758 -2.2954 0.8412
C -0.2498 -2.9926 -0.2865
C -0.9857 -4.0573 -0.7892
C -2.1606 -4.4593 -0.1742
C -2.5831 -3.7803 0.9650
C -1.8511 -2.7247 1.4764
H 0.1199 -2.3713 4.6547
H -1.6362 -3.7516 5.2968
H -3.9343 -3.8854 6.1336
H -5.0818 -1.8619 7.0186
H -3.8498 0.2960 7.0349
H -1.5244 0.4191 6.1930
H 0.6616 -2.6765 -0.7817
H -0.6224 -4.5733 -1.6705
H -2.7328 -5.2907 -0.5666
H -3.4916 -4.0794 1.4748
H -2.1645 -2.2266 2.3816
C -2.2507 1.9647 -1.7510
O -1.0461 1.6278 -1.0707
C -1.1511 1.4074 0.3342
C -2.3466 0.5273 0.6595
H -2.9413 2.4988 -1.0992
H -2.7521 1.0696 -2.1260
H -1.9758 2.5968 -2.5964
H -3.3115 1.0429 0.5860
H -2.2597 0.0787 1.6459
H -2.3574 -0.2976 -0.0573
*
```

=====

4.
ORCA calculation (ωB97M-V with the def2-TZVPD basis set) on C56H59FeN6O5 as an isolated structure.

Computed properties:
- Frontier orbital gap (spin up / spin down): 8.3 / 7.6 eV
- HOMO energy (spin up / spin down): -7.7 / -7.7 eV
- ⟨S²⟩: 8.760

The geometry in ORCA input format:
```
! RIJCOSX wB97M-V def2-TZVPD def2/J DEFGRID3
* xyz 0 6
Fe -0.7836 0.7549 -0.1772
C -2.9758 0.1737 2.2901
N -2.6201 0.9335 1.0973
C -3.5901 1.4707 0.4472
C -3.3359 2.2389 -0.7247
C -4.2200 2.8312 -1.6220
C -3.4228 3.4191 -2.6140
C -2.1027 3.1538 -2.2552
N -2.0328 2.4373 -1.1113
C -3.2309 1.0308 3.5099
C -2.5977 2.2556 3.6949
C -2.8172 2.9958 4.8471
C -3.6743 2.5243 5.8314
C -4.3192 1.3096 5.6500
C -4.1021 0.5739 4.4939
H -2.1615 -0.5226 2.4722
H -3.8696 -0.4348 2.1035
H -4.6258 1.3337 0.7688
H -5.2970 2.8331 -1.5507
H -3.7508 3.9943 -3.4651
H -1.2043 3.4849 -2.7593
H -1.9448 2.6393 2.9224
H -2.3165 3.9478 4.9734
H -3.8464 3.1040 6.7290
H -4.9996 0.9369 6.4050
H -4.6133 -0.3726 4.3556
C 4.3197 -2.9870 -1.2546
C 3.5448 -2.7297 0.0269
C 4.1087 -3.5237 1.1896
O 3.5720 -1.3518 0.3715
C 2.2803 -0.7784 0.3080
C 1.3478 -1.9088 -0.1371
O 2.1759 -3.0619 -0.1669
C 0.1040 -2.1113 0.7692
O -0.6037 -0.9043 0.8253
C -0.8125 -3.1963 0.1806
C -2.0271 -3.4371 0.8239
C -2.8920 -4.4175 0.3743
C -2.5509 -5.1954 -0.7284
C -1.3461 -4.9700 -1.3693
C -0.4822 -3.9733 -0.9213
C 0.4934 -2.6152 2.1741
C 1.0619 -3.8832 2.3226
C 1.3719 -4.3871 3.5743
C 1.1029 -3.6473 4.7187
C 0.5025 -2.4071 4.5902
C 0.1997 -1.9033 3.3304
C 2.2690 0.4681 -0.6279
O 0.9326 0.8171 -0.8429
C 2.9729 1.6528 0.0437
C 3.7257 1.5378 1.2045
C 4.3187 2.6603 1.7739
C 4.1759 3.9037 1.1809
C 3.4331 4.0214 0.0115
C 2.8383 2.9051 -0.5480
C 2.9465 0.1465 -1.9635
C 4.3077 0.3787 -2.1534
C 4.9231 0.0514 -3.3514
C 4.1889 -0.5112 -4.3873
C 2.8347 -0.7451 -4.2100
C 2.2213 -0.4203 -3.0068
H 5.3440 -2.6283 -1.1523
H 3.8501 -2.4827 -2.0947
H 4.3392 -4.0599 -1.4512
H 5.1698 -3.2963 1.2959
H 3.9964 -4.5929 1.0069
H 3.5940 -3.2586 2.1113
H 2.0047 -0.4459 1.3099
H 0.9556 -1.7076 -1.1350
H -2.2843 -2.8425 1.6927
H -3.8290 -4.5884 0.8901
H -3.2190 -5.9733 -1.0758
H -1.0665 -5.5711 -2.2261
H 0.4601 -3.8244 -1.4314
H 1.2513 -4.4856 1.4457
H 1.8179 -5.3706 3.6569
H 1.3393 -4.0451 5.6972
H 0.2527 -1.8269 5.4704
H -0.3013 -0.9518 3.2603
H 3.8633 0.5724 1.6746
H 4.8964 2.5550 2.6842
H 4.6392 4.7763 1.6243
H 3.3080 4.9881 -0.4606
H 2.2355 3.0057 -1.4397
H 4.8928 0.8150 -1.3557
H 5.9820 0.2390 -3.4775
H 4.6698 -0.7621 -5.3242
H 2.2492 -1.1856 -5.0082
H 1.1608 -0.5933 -2.8857
O 0.0979 4.2657 -0.4641
C 0.0175 4.7019 0.8568
C 0.3322 3.6470 1.8941
C 0.7760 4.0936 3.1391
C 1.0864 3.1881 4.1320
C 0.9602 1.8388 3.8443
C 0.5066 1.4856 2.5911
N 0.1704 2.3483 1.6251
H -0.6457 3.6570 -0.6083
H -0.9718 5.1247 1.0860
H 0.7437 5.5080 0.9798
H 0.8929 5.1577 3.3025
H 1.4347 3.5247 5.1001
H 1.2057 1.0698 4.5641
H 0.3818 0.4501 2.3243
C -0.7555 0.5802 -5.7687
C -0.2717 1.5009 -4.6670
N -0.4256 0.8155 -3.4002
C -1.5186 0.0696 -3.0818
N -1.7335 -0.2041 -1.8240
C -2.9358 -0.9756 -1.5091
C -3.1948 -2.0334 -2.5603
C -3.3784 -1.3226 -3.8855
N -2.2802 -0.3926 -4.1119
C -2.1818 0.1732 -5.4500
H -0.1212 -0.3083 -5.8077
H -0.7118 1.0780 -6.7373
H -0.8489 2.4340 -4.6856
H 0.7824 1.7513 -4.7874
H 0.0553 1.2032 -2.5978
H -3.7997 -0.3012 -1.4718
H -2.8102 -1.4089 -0.5201
H -4.0838 -2.6166 -2.3193
H -2.3474 -2.7191 -2.6086
H -4.3347 -0.7848 -3.9028
H -3.3855 -2.0317 -4.7172
H -2.8519 1.0372 -5.5439
H -2.5320 -0.5878 -6.1490
*
```

=====

Asked for energy relative to the best compared isomer or geometry (same formula, charge and spin) across the records above, the calculation gives 218.3, 85.3, 10.0, 0.0 kJ/mol in order.